110
Properties=species:S:1:pos:R:3:forces:R:3:lowdin_charge:R:1 method="wB97M-V/def2-TZVPD" relative_energy_ev=0.0000 charge=+1 homo_lumo_gap_ev=8.53 homo_energy_ha=-0.396
Mg 17.520310 -19.291420 13.203730 1.001 0.751 -0.886 0.772
C 16.631270 -19.055230 9.421190 -0.021 0.647 -0.865 0.015
C 17.043070 -18.987120 10.886470 -0.553 -0.747 -1.848 -0.702
O 18.225140 -18.925190 11.215080 2.300 0.145 -0.310 -0.015
O 16.192430 -19.058400 11.789690 -2.945 -0.077 1.115 -0.054
H 15.641600 -19.390650 9.111120 -0.186 -0.532 0.979 0.065
H 17.340150 -19.588630 8.787890 0.273 0.041 0.328 0.073
H 16.584060 -18.050270 9.001760 0.523 0.376 0.120 0.076
C 17.404800 -23.726980 7.464610 0.771 0.171 -0.351 -0.343
O 18.072490 -23.727780 6.425150 -1.180 -0.119 1.378 0.004
N 16.357740 -22.934240 7.767290 -0.822 0.712 -0.087 -0.172
C 15.857280 -22.748430 9.120050 -0.895 -0.982 -0.115 -0.047
C 15.707800 -22.081770 6.789550 0.946 -0.133 -0.742 -0.035
H 17.566230 -24.350900 8.357280 0.712 -0.344 -0.326 0.124
H 16.356810 -23.348320 9.880770 0.757 0.424 -0.220 0.066
H 14.845570 -23.148150 9.189190 -0.426 0.116 -0.240 0.090
H 15.764720 -21.689260 9.360230 0.481 -0.052 0.193 0.075
H 16.216310 -22.231370 5.837110 0.108 0.017 0.103 0.075
H 14.664770 -22.328160 6.590830 -0.129 0.031 0.540 0.103
H 15.845150 -21.039250 7.076570 -0.342 0.133 -0.024 0.074
C 17.497550 -16.059800 13.611610 -2.211 1.214 1.006 -0.249
O 17.611220 -17.262480 13.571850 0.664 -1.837 0.028 -0.020
N 16.617260 -15.463180 14.462500 1.820 0.261 -1.400 -0.169
C 15.773280 -16.171300 15.410430 0.511 -0.027 -0.044 -0.013
C 16.335970 -14.050840 14.249240 -1.267 0.280 0.481 -0.045
H 17.982880 -15.374270 12.899780 0.155 -0.172 0.274 0.160
H 15.971190 -17.237500 15.520570 0.366 0.117 -0.572 0.086
H 14.747560 -16.071550 15.055410 -0.174 0.223 0.617 0.099
H 16.032700 -15.755060 16.383850 -0.847 0.201 0.140 0.103
H 16.329330 -13.433360 15.147450 0.758 -0.276 0.335 0.093
H 16.950350 -13.576400 13.484030 0.018 -0.338 0.096 0.095
H 15.280440 -13.976820 13.987600 -0.095 0.037 -0.652 0.088
C 20.419320 -19.909360 14.220490 1.986 -0.240 -0.566 -0.209
O 19.337510 -19.410230 13.885370 1.295 -0.485 0.006 -0.048
N 21.520730 -20.268350 13.451430 -2.468 0.818 1.365 -0.146
C 22.731190 -20.751900 14.124050 0.211 0.179 -0.223 -0.040
C 21.618490 -20.037090 11.997260 0.006 0.313 0.585 0.004
H 20.622520 -20.050880 15.293280 -0.016 -0.214 -0.156 0.149
H 23.158280 -21.580720 13.559470 -0.108 -0.004 -0.056 0.083
H 22.585560 -21.094920 15.148370 -0.464 0.080 -0.119 0.091
H 23.478670 -19.959440 14.161310 0.043 0.060 -0.106 0.097
H 21.735520 -21.008970 11.517820 -0.060 0.203 -0.303 0.082
H 20.769870 -19.462320 11.626330 -0.287 -0.445 0.122 0.080
H 22.478220 -19.396940 11.799350 0.221 -0.253 -0.044 0.099
C 18.036600 -22.350220 12.867600 0.833 -1.748 -0.374 -0.267
O 17.558830 -21.248940 13.005360 -1.519 1.410 0.567 -0.010
N 17.357700 -23.481740 12.694730 -0.145 -0.113 -0.449 -0.129
C 15.903570 -23.545870 12.752190 -0.874 -0.235 0.340 -0.023
C 18.104110 -24.725700 12.560960 0.730 -0.661 0.674 -0.030
H 19.130990 -22.468890 12.888260 -0.091 -0.213 -0.172 0.156
H 15.405340 -22.579700 12.672300 0.514 0.106 -0.019 0.098
H 15.552390 -24.016620 13.670430 0.333 0.188 0.451 0.097
H 15.434150 -24.198550 12.016150 0.650 0.074 -0.572 0.089
H 17.600700 -25.530120 12.024690 -0.328 0.556 -0.300 0.102
H 19.086230 -24.575450 12.112670 -0.288 0.289 -0.338 0.064
H 18.325260 -25.154310 13.538450 -0.211 0.029 0.295 0.094
C 21.153160 -17.638170 9.224170 0.777 -0.885 0.023 -0.351
O 22.162780 -18.331470 9.177330 -0.135 0.251 0.281 -0.012
N 20.260480 -17.551250 8.232080 -0.760 -0.208 1.371 -0.187
C 19.201940 -16.586440 8.417040 0.143 1.595 -0.849 -0.060
C 20.597090 -17.934400 6.912280 0.252 -0.540 -1.300 -0.051
H 20.904270 -17.034130 10.110390 -0.141 -0.067 0.034 0.139
H 18.759230 -16.524090 9.411140 0.495 -0.288 0.106 0.080
H 18.370390 -16.593460 7.712370 0.212 -0.929 -0.169 0.071
H 19.741310 -15.679350 8.144340 -0.632 0.945 0.464 0.096
H 21.652250 -18.190650 6.816970 -0.073 -0.102 0.356 0.097
H 19.997290 -18.786720 6.593080 -0.018 0.044 -0.194 0.079
H 20.426680 -17.106110 6.224530 -0.231 0.067 -0.046 0.098
O 17.228340 -17.952710 5.990040 -3.165 -2.050 -1.321 0.032
C 16.458050 -18.747350 5.389300 0.748 1.996 1.258 -0.454
O 15.068590 -18.741040 5.353600 1.239 0.555 0.991 -0.036
C 14.281220 -17.865090 6.263310 -0.185 0.980 -1.580 -0.150
C 12.844230 -17.609840 5.640930 0.985 -0.339 0.783 -0.039
C 17.030040 -19.857570 4.565340 -0.305 -0.717 -0.309 0.004
H 14.754160 -16.884090 6.308830 0.342 -0.043 -0.103 0.110
H 14.328130 -18.250710 7.281740 -0.485 -0.471 -0.259 0.086
H 12.336380 -18.536500 5.373570 0.039 0.066 0.126 0.080
H 12.824310 -16.923560 4.794340 0.685 -0.331 -0.291 0.075
H 12.240260 -17.050740 6.355570 0.034 -0.389 0.397 0.046
H 17.753410 -20.410120 5.164930 0.240 0.278 -0.058 0.083
H 17.501970 -19.472970 3.661210 0.172 0.177 0.207 0.098
H 16.305820 -20.603660 4.238300 -0.258 0.317 0.068 0.081
O 12.132740 -18.721600 8.692540 -0.307 3.240 1.366 0.048
C 11.793630 -17.587930 9.109430 -0.012 -3.206 -0.965 -0.468
O 12.446880 -16.914720 10.086290 -1.782 0.109 -1.933 -0.004
C 13.683050 -17.402820 10.500070 0.629 -0.712 1.149 -0.252
C 14.224570 -16.359680 11.430410 1.476 0.145 0.489 -0.057
C 10.541930 -16.883040 8.581430 1.048 -0.462 0.667 0.018
H 14.348580 -17.696880 9.688470 -0.144 0.548 -0.252 0.095
H 13.556200 -18.329170 11.060330 -0.155 -0.124 0.052 0.130
H 14.455910 -15.391170 10.987040 -0.437 0.017 -0.300 0.086
H 15.191850 -16.718920 11.781720 0.109 -0.165 0.140 0.052
H 13.624180 -16.212490 12.328170 -0.314 -0.031 -0.214 0.082
H 9.827070 -16.814300 9.401390 0.062 0.417 0.007 0.089
H 10.077470 -17.480670 7.797080 0.344 0.152 -0.019 0.090
H 10.897760 -15.910100 8.242500 -0.575 0.157 -0.035 0.088
O 19.268450 -23.067430 9.738730 0.272 -1.117 1.037 0.070
C 20.199870 -22.458010 9.277380 -1.193 0.953 -2.024 -0.533
O 21.465410 -22.813920 9.232250 1.902 1.223 -0.083 0.018
C 21.910640 -24.054480 9.743580 -1.417 -1.767 0.618 -0.189
C 22.132660 -24.078100 11.267950 -0.528 0.128 -0.024 -0.048
C 19.892030 -21.131620 8.580930 0.234 0.153 1.715 0.051
H 22.752150 -24.522760 9.233020 0.384 1.206 -0.334 0.128
H 21.087040 -24.671780 9.384800 -0.066 -0.906 0.914 0.121
H 22.787130 -23.280260 11.618960 0.149 0.076 -0.296 0.062
H 22.544570 -25.011690 11.651120 0.191 -0.123 -0.483 0.082
H 21.198360 -23.973250 11.819490 -0.213 0.224 -0.169 0.042
H 19.221620 -20.747010 9.349520 -0.118 0.688 -0.092 0.065
H 19.276360 -21.167560 7.682170 0.464 -0.558 -0.157 0.089
H 20.750760 -20.461500 8.540590 -0.017 -0.130 -0.419 0.073